Density functional theory data (ωB97M-V/def2-TZVPD) for a 2-piece molecular cluster, C5H11NO overall at a distorted geometry.

Its SMILES is C=C/C(N)=C/C.O. The value obtained for the frontier orbital gap is 0.277 Ha. For the energy relative to the best compared isomer or geometry (same formula, charge and spin), the calculation gives 93.8 kcal/mol.

```
18
Properties=species:S:1:pos:R:3:mulliken_charge:R:1
C 0.3339 -2.3652 0.2519 -1.02
N 0.7575 0.2285 -1.4040 -0.54
C -0.2686 -0.0116 -0.4711 0.53
C -0.6699 -1.2827 -0.1413 -0.52
C -2.2287 1.2716 0.2711 -0.70
C -0.9022 1.1999 0.0860 -0.13
H -0.2011 -3.2444 0.5906 0.35
H 0.8346 -2.0007 1.1540 0.23
H 1.1420 -2.4178 -0.4832 0.28
H 1.3451 -0.5397 -1.6921 0.18
H 0.5486 0.7515 -2.2390 0.19
H -1.6710 -1.6782 -0.2649 0.30
H -2.7903 0.4304 -0.1263 0.23
H -2.7321 2.2221 0.1894 0.30
H -0.1933 2.0192 0.0677 0.30
H 2.4680 0.3128 1.6011 0.30
H 1.8677 0.9128 0.3572 0.39
O 2.0606 1.1276 1.2828 -0.66
```

Density functional theory data (ωB97M-V/def2-TZVPD) for a 2-piece molecular cluster, C4H13NSi overall at a distorted geometry.

The value obtained for the frontier orbital gap (alpha / beta) is 0.346 / 0.269 Ha. For the energy relative to the best compared isomer or geometry (same formula, charge and spin), the calculation gives 109.4 kcal/mol.

```
19
Properties=species:S:1:pos:R:3:mulliken_charge:R:1
C 1.6522 -1.1833 0.6322 -1.17
C 1.8663 1.2029 -0.5001 -0.88
C -1.0714 -0.5639 -1.3438 -0.94
C 1.1230 0.1872 0.3035 -0.24
N -2.5441 1.1846 0.6388 -0.62
Si -2.3342 -0.4590 -0.0365 0.34
H 1.4067 -1.5933 1.5723 0.37
H 2.7499 -1.2876 0.6358 0.36
H 1.3929 -1.9364 -0.0701 0.28
H 2.5807 1.8149 0.2439 0.31
H 1.0404 1.8611 -0.7243 0.30
H 2.2815 0.7281 -1.4420 0.28
H -0.3643 0.1696 -1.5906 0.50
H -1.0057 -1.2715 -2.1075 0.45
H 0.4835 0.4153 1.1679 0.39
H -2.9536 1.1659 1.5493 0.25
H -1.5869 1.5797 0.6799 0.27
H -3.6889 -1.2374 -0.4652 -0.14
H -1.8650 -1.1878 1.2564 -0.10
```

Density functional theory data (ωB97M-V/def2-TZVPD) for a 2-piece molecular cluster, C5H14 overall at a distorted geometry.

Its SMILES is CCC.CC. The value obtained for the frontier orbital gap is 0.444 Ha. For the energy relative to the best compared isomer or geometry (same formula, charge and spin), the calculation gives 12.9 kcal/mol.

```
19
Properties=species:S:1:pos:R:3:mulliken_charge:R:1
C 1.3683 1.5388 -1.5272 -0.26
C 0.8053 0.6177 -0.4224 -1.15
C 0.3274 2.1194 -2.4733 -1.18
H 2.1047 2.2024 -1.0602 0.33
H 2.1334 0.9619 -2.0677 0.26
H 1.4925 -0.2292 -0.3567 0.33
H 0.5928 3.0750 -2.9236 0.34
H 0.1360 1.3918 -3.2559 0.29
H -0.1520 0.2207 -0.7447 0.33
H 0.7263 1.0311 0.5707 0.35
H -0.5876 2.2923 -1.9115 0.34
C -1.0734 -2.1744 2.7460 -0.91
C -1.1464 -1.6316 1.3151 -0.41
H -2.0583 -2.2797 3.2130 0.26
H -0.5776 -3.1415 2.7843 0.24
H -0.5655 -1.4678 3.4055 0.32
H -0.5618 -0.7366 1.1216 -0.17
H -2.1775 -1.4389 1.0050 0.35
H -0.7867 -2.3515 0.5820 0.35
```

Density functional theory data (ωB97M-V/def2-TZVPD) for a single C2H6N2OS molecule at a distorted geometry.

Its SMILES is [H]/N=C(\CO)NS. The value obtained for the frontier orbital gap is 0.353 Ha. For the energy relative to the best compared isomer or geometry (same formula, charge and spin), the calculation gives 83.6 kcal/mol.

```
12
Properties=species:S:1:pos:R:3:mulliken_charge:R:1
C 0.6258 -0.6540 -0.3693 -0.73
C -0.5617 0.3692 -0.4986 0.66
H -0.1125 -2.0996 0.7327 0.35
H 1.5775 -0.2672 -0.2787 0.38
H 0.8197 -0.9655 -1.4258 0.32
H -0.7521 0.0762 -2.3762 0.26
H -1.6328 1.7144 0.5013 0.39
H 0.9454 0.1510 2.1910 0.21
N -1.1035 0.7672 -1.6278 -0.70
N -1.0161 0.8334 0.8398 -0.40
O 0.6946 -1.4768 0.7203 -0.53
S 0.5157 1.5518 1.5913 -0.19
```

Density functional theory data (ωB97M-V/def2-TZVPD) for C22H31N5O8Y as an isolated structure.

The value obtained for the frontier orbital gap is 0.288 Ha. As for the net charge: -1.

```
67
Properties=species:S:1:pos:R:3:mulliken_charge:R:1
Y 0.5309 0.3609 -0.9139 0.57
O 3.3087 2.2514 -3.2846 -0.78
C 2.6320 1.8689 -2.3459 0.52
O 1.3493 1.8108 -2.2658 -0.54
C 3.4232 1.5678 -1.0414 -0.64
N 2.9200 0.5065 -0.1087 1.10
C 3.1734 0.9311 1.2841 -1.31
C 2.3717 0.2513 2.3938 -1.39
N 0.9374 0.4543 2.2773 1.33
C 0.1137 -0.5261 2.9677 -1.39
C -1.2157 -0.6901 2.2417 -1.20
N -1.0961 -1.0651 0.8276 1.80
C -0.7523 -2.5007 0.6866 -1.47
C 0.7309 -2.8330 0.7503 -1.53
N 1.5114 -2.1294 -0.2698 1.39
C 2.9345 -2.0187 0.0901 -1.74
C 3.6059 -0.7582 -0.4443 -1.29
C 1.3855 -2.8282 -1.5636 -0.72
C 1.8844 -1.9406 -2.6946 0.06
O 2.6448 -2.3984 -3.5356 -0.79
O 1.4295 -0.7446 -2.6091 -0.56
C -2.3873 -0.8136 0.1465 -1.95
C -2.2448 -0.7223 -1.3914 1.55
O -3.7026 -0.7449 -1.8710 -0.68
O -1.3745 -1.5284 -1.8937 -0.64
C 0.5422 1.8096 2.6475 -1.06
C 0.4606 2.7943 1.4877 0.23
O 0.1969 3.9642 1.7687 -0.82
O 0.6801 2.2928 0.3464 -0.40
H 3.3970 2.5233 -0.5177 0.47
H 4.4554 1.3682 -1.3315 0.37
H 2.9614 1.9962 1.3356 0.64
H 4.2409 0.8018 1.5126 0.37
H 2.7562 0.6676 3.3404 0.49
H 2.5678 -0.8160 2.4306 0.42
H -0.1006 -0.2252 4.0042 0.45
H 0.6396 -1.4726 3.0370 0.55
H -1.7472 0.2627 2.2868 0.49
H -1.8330 -1.4241 2.7800 0.34
H -1.1291 -2.8125 -0.2824 0.78
H -1.2748 -3.0794 1.4639 0.32
H 0.8257 -3.9224 0.6286 0.43
H 1.1569 -2.6003 1.7201 0.47
H 3.4960 -2.8754 -0.3040 0.44
H 3.0273 -2.0683 1.1698 0.60
H 3.6638 -0.8165 -1.5285 0.90
H 4.6380 -0.7331 -0.0687 0.43
H 0.3293 -3.0125 -1.7616 0.49
H 1.9410 -3.7709 -1.5440 0.49
H -2.8201 0.1018 0.5422 0.51
H -3.1062 -1.6204 0.3409 0.27
H 1.2088 2.2244 3.4151 0.37
H -0.4574 1.7916 3.0834 0.35
C -5.9462 1.4998 -1.4861 -1.61
C -4.4572 1.5451 -1.3455 0.81
C -3.8213 2.3707 -0.5045 -0.83
C -2.3559 2.4043 -0.3906 -0.20
N -1.5881 1.6898 -1.1091 0.00
C -2.1705 0.7569 -2.0128 -0.36
C -3.6628 0.6347 -2.2444 -0.62
H -6.4473 2.0567 -0.6943 0.40
H -6.2963 0.4659 -1.4748 0.31
H -6.2377 1.9297 -2.4498 0.30
H -4.3870 3.0380 0.1388 0.34
H -1.8845 3.0617 0.3395 0.39
H -1.5757 0.6850 -2.9216 0.48
H -3.9999 0.7516 -3.2796 0.48
```

Density functional theory data (ωB97M-V/def2-TZVPD) for a 3-piece molecular cluster, C14H29BrF5NO6P overall at a distorted geometry.

The value obtained for the frontier orbital gap is 0.263 Ha. As for the net charge: +1.

```
57
Properties=species:S:1:pos:R:3:mulliken_charge:R:1
O 4.8472 -1.0440 1.5069 -0.30
N 3.9284 -0.4344 1.0799 0.11
O 3.8198 -0.6356 -0.2744 -0.20
C 2.5068 -0.1744 -0.6724 -0.43
P 1.0877 -1.1775 0.1186 0.03
C -0.4831 -0.6750 -0.7820 -0.70
C -1.5271 0.1187 0.1496 -0.76
C -2.4323 -0.9200 1.0016 -0.39
Br -1.4635 -1.5142 2.6258 -0.11
C 1.5025 -3.0215 0.0526 0.91
F 2.6810 -3.3299 -0.6414 -0.25
F 1.7214 -3.4550 1.3906 -0.25
C 0.3585 -3.9663 -0.5302 0.45
F 0.2802 -3.9597 -1.9300 -0.22
F -0.8994 -3.7696 0.0365 -0.15
F 0.7298 -5.2837 -0.1896 -0.23
H 2.4513 -0.2000 -1.8173 0.43
H 2.4310 0.9220 -0.3322 0.35
H 1.0541 -0.8118 1.5140 0.21
H -1.0319 -1.5727 -1.2067 0.50
H -0.1749 -0.0381 -1.6883 0.48
H -1.0506 0.9016 0.8188 0.37
H -2.2420 0.6618 -0.5557 0.39
H -2.6611 -1.8030 0.3065 0.32
H -3.3799 -0.3603 1.2717 0.31
C 6.2408 1.1822 -1.1805 -0.31
O 5.5155 2.3635 -1.4935 -0.38
C 5.5181 3.3052 -0.4217 -0.38
C 6.5162 4.4288 -0.6700 -0.69
O 7.8555 3.9465 -0.6391 -0.38
C 8.4049 3.7859 -1.9407 -0.70
H 6.3889 0.6163 -2.1017 0.29
H 7.2204 1.4076 -0.7516 0.40
H 5.6677 0.5721 -0.4830 -0.09
H 5.7207 2.8089 0.5345 0.34
H 4.5120 3.7341 -0.3718 0.37
H 6.4234 5.1655 0.1335 0.39
H 6.3050 4.9369 -1.6173 0.34
H 8.6397 4.7650 -2.3678 0.33
H 7.7250 3.2474 -2.6053 0.30
H 9.3287 3.2129 -1.8508 0.25
C -6.2200 -0.9203 2.5413 -0.88
O -6.0470 -0.6218 1.1617 -0.34
C -6.5502 -1.6526 0.3133 -0.40
C -7.9071 -1.2805 -0.2706 -0.63
O -8.9066 -1.2206 0.7417 -0.37
C -9.2140 0.1140 1.1231 -0.68
H -6.0270 -0.0122 3.1148 0.25
H -7.2354 -1.2587 2.7608 0.45
H -5.5020 -1.6883 2.8472 0.33
H -6.6051 -2.6072 0.8483 0.38
H -5.8345 -1.7678 -0.5074 0.33
H -8.2124 -2.0597 -0.9751 0.38
H -7.8501 -0.3343 -0.8203 0.35
H -9.8067 0.5964 0.3407 0.33
H -8.3119 0.6996 1.3161 0.28
H -9.8065 0.0775 2.0383 0.24
```

Density functional theory data (ωB97M-V/def2-TZVPD) for C29H27F3N6O4PReS as an isolated structure.

The value obtained for the frontier orbital gap (alpha / beta) is 0.229 / 0.215 Ha. For the energy relative to the best compared isomer or geometry (same formula, charge and spin), the calculation gives 12.7 kcal/mol. The expectation value of S² is 0.76. As for the net charge: +3. Its spin multiplicity is 2.

```
72
Properties=species:S:1:pos:R:3:mulliken_spin:R:1
Re 1.3525 0.1033 -0.7167 0.94
N 1.7393 2.2271 -1.2134 0.00
C 1.0559 3.3617 -0.5599 -0.01
C 1.5254 4.6497 -0.6954 0.00
C 0.8719 5.6571 0.0083 0.00
C -0.2149 5.3671 0.8260 0.00
C -0.6864 4.0661 0.9334 0.00
C -0.0325 3.0587 0.2341 -0.02
P -0.6547 1.4085 -0.0453 0.03
C -1.4927 0.8617 1.4234 0.01
C -2.7315 0.2186 1.3942 0.00
C -3.3021 -0.2131 2.5811 0.00
C -2.6327 -0.0271 3.7858 0.00
C -1.3925 0.6026 3.8152 0.00
C -0.8221 1.0558 2.6380 0.01
C -1.7219 1.5633 -1.4761 -0.01
C -3.0357 2.0165 -1.3860 0.00
C -3.7601 2.2626 -2.5453 0.00
C -3.1774 2.0748 -3.7914 0.00
C -1.8592 1.6415 -3.8917 0.00
C -1.1408 1.3934 -2.7358 0.02
H 2.7275 2.3374 -0.9793 0.01
H 1.7292 2.3460 -2.2312 0.00
H 2.3825 4.8810 -1.3172 0.00
H 1.2221 6.6769 -0.0776 0.00
H -0.7005 6.1625 1.3746 0.00
H -1.5467 3.8405 1.5511 0.00
H -3.2521 0.0626 0.4574 0.00
H -4.2764 -0.6835 2.5697 0.00
H -3.0832 -0.3664 4.7091 0.00
H -0.8803 0.7509 4.7560 0.00
H 0.1341 1.5660 2.6653 0.00
H -3.4937 2.2015 -0.4221 0.00
H -4.7801 2.6150 -2.4724 0.00
H -3.7459 2.2762 -4.6894 0.00
H -1.4014 1.5092 -4.8630 0.00
H -0.0995 1.0658 -2.8364 0.00
N -2.5110 -4.5086 2.0403 0.00
C -1.4856 -3.6888 1.7865 0.00
O -0.5668 -3.4593 2.5546 0.00
C -1.4452 -2.9997 0.4373 -0.01
C -1.9417 -3.4741 -0.7637 0.00
C -1.6278 -2.7925 -1.9403 -0.01
C -0.8138 -1.6885 -1.8841 0.00
N -0.3508 -1.2086 -0.7028 0.01
C -0.6811 -1.8477 0.4238 -0.02
H -2.5262 -5.0022 2.9211 0.00
H -3.2922 -4.6292 1.4195 0.00
H -2.5307 -4.3819 -0.8150 0.00
H -1.9794 -3.1409 -2.9012 0.00
H -0.5128 -1.1801 -2.7888 0.00
H -0.2947 -1.4701 1.3590 0.01
N 2.4395 -4.8162 1.4500 0.00
C 2.4927 -4.0324 0.3735 0.00
C 2.0793 -2.6825 0.4183 0.00
N 2.0783 -1.9488 -0.6926 0.01
C 2.5202 -2.4766 -1.8468 -0.01
C 2.9788 -3.7881 -1.8460 0.00
N 2.9517 -4.5531 -0.7729 0.00
H 2.0240 -4.5135 2.3149 0.00
H 2.7942 -5.7578 1.3815 0.00
H 1.7790 -2.2284 1.3515 -0.01
H 2.5455 -1.8552 -2.7304 0.00
H 3.3656 -4.2251 -2.7586 0.00
F 5.8502 1.7523 0.2984 0.00
C 4.7324 1.7186 0.9706 0.00
F 4.9109 1.6443 2.2583 0.00
F 3.9694 2.7690 0.6615 0.00
S 3.8146 0.1746 0.4335 0.01
O 3.4465 0.3107 -1.0359 -0.02
O 4.5795 -0.9279 0.8517 0.00
O 2.3838 0.3164 0.9960 0.04
```